DFT (ωB97M-V/def2-TZVPD) results for a molecular structure, C18H35F7N3O7PSSbSeSiTeTi.

Values from the calculation:
- Lowest unoccupied orbital energy: 0.062 Eh
- HOMO-LUMO gap: 0.2701 Ha
- HOMO: -0.20769 hartree
- Calculated total energy: -187365.5422 eV

ORCA input file:
```
! RIJCOSX wB97M-V def2-TZVPD def2/J DEFGRID3
* xyz -1 1
Ti -1.06148 0.96254 -0.25952
C 0.28945 -1.56602 3.11534
Si -1.03042 -0.27175 2.76347
C -2.59297 -0.57734 3.74982
C -0.35801 1.38048 3.26024
N -1.52659 -0.37850 1.02796
C -2.20863 -1.54707 0.65606
C -2.10470 -2.79153 1.28650
C -2.82415 -3.89071 0.83702
C -3.67539 -3.79733 -0.25334
C -3.80670 -2.57563 -0.90124
C -3.07929 -1.51125 -0.43020
F -3.17795 -0.31267 -1.05462
H 1.10172 -1.10260 3.67658
H 0.72539 -1.93889 2.18531
H -0.08646 -2.41529 3.69173
H -2.35044 -0.57079 4.81602
H -3.08641 -1.52193 3.51983
H -3.29954 0.23470 3.56283
H -1.01976 2.21523 3.03686
H 0.62600 1.57040 2.83563
H -0.23194 1.31486 4.34719
H -1.44069 -2.91180 2.12750
H -2.71038 -4.83573 1.35306
H -4.23399 -4.65786 -0.59570
H -4.46171 -2.43537 -1.75083
C 2.86460 2.48549 -0.81576
N 3.11820 2.16028 0.58224
C 2.76206 3.22169 1.50703
C 3.53197 0.94833 0.99363
S 3.40057 0.40897 2.58346
N 4.07597 0.14631 0.00061
C 5.25290 0.64414 -0.69386
C 4.13575 -1.28208 0.23825
H 1.89969 2.98260 -0.88530
H 2.82578 1.57721 -1.41006
H 3.63213 3.15433 -1.21915
H 3.36184 4.10871 1.28281
H 2.95236 2.89967 2.52466
H 1.70707 3.47624 1.39672
H 5.22976 1.72469 -0.77924
H 5.29261 0.21882 -1.69871
H 6.16524 0.36108 -0.15213
H 3.14624 -1.64626 0.50956
H 4.83756 -1.54213 1.03813
H 4.44283 -1.75974 -0.69297
C -1.53182 0.44725 -4.57367
C -1.45993 -0.77380 -3.68819
O -0.85515 -0.42273 -2.42924
P 0.56845 -0.93092 -1.85646
O 0.63718 0.10675 -0.72751
Te 2.26244 -1.11128 -3.41451
O 0.23231 -2.28350 -1.08506
C 0.33344 -3.60737 -1.63133
C 1.35190 -4.38879 -0.83588
H -1.94598 0.17327 -5.54594
H -0.53465 0.86240 -4.71978
H -2.16954 1.21139 -4.13115
H -0.86289 -1.56449 -4.14789
H -2.45051 -1.16482 -3.45391
H 0.62152 -3.55108 -2.68313
H -0.66362 -4.04485 -1.55237
H 2.33859 -3.93884 -0.95072
H 1.39347 -5.42050 -1.18960
H 1.08665 -4.39059 0.22207
O -2.24162 3.89683 -3.34136
Se -1.48764 3.32894 -2.06171
O -2.23904 1.92804 -1.46123
O 0.05192 2.86554 -2.17539
O -1.64145 4.40583 -0.76830
F -0.10379 2.11773 0.59536
Sb -2.79160 4.35485 0.87034
F -1.20481 4.51989 1.86900
F -2.98483 6.21405 0.70029
F -2.57770 2.44219 1.05261
F -4.28931 4.03051 -0.22040
F -3.85213 4.33158 2.42162
*
```

Charges per atom according to Mulliken partitioning, unit e: Ti 0.937; C -1.111; Si 0.454; C -1.251; C -0.657; N 0.712; C 0.041; C -0.081; C -1.154; C -0.590; C -0.700; C 0.363; F -0.108; H 0.405; H 0.174; H 0.468; H 0.364; H 0.362; H 0.302; H 0.112; H -0.107; H 0.462; H 0.332; H 0.410; H 0.384; H 0.523; C -1.026; N 0.145; C -1.052; C 0.249; S -0.325; N 0.451; C -1.120; C -1.067; H 0.356; H 0.147; H 0.348; H 0.331; H 0.399; H 0.156; H 0.356; H 0.325; H 0.360; H 0.073; H 0.387; H 0.373; C -1.269; C -0.338; O 0.145; P -0.948; O 0.747; Te -0.342; O 0.253; C -0.488; C -1.178; H 0.444; H 0.281; H 0.218; H 0.400; H 0.186; H 0.460; H 0.249; H 0.195; H 0.426; H 0.268; O -0.715; Se 1.203; O -0.234; O -0.531; O -0.608; F -0.154; Sb 2.335; F -0.570; F -0.539; F -0.676; F -0.548; F -0.585